[1]
This record from the OMol25 dataset describes C6H14 in the gas phase. The level of theory is ωB97M-V/def2-TZVPD.

Values from the calculation:
Multiplicity   1
SMILES   CCC(C)CC
Net charge   0
Gap between HOMO and LUMO   9.90 eV

```
20
Properties=species:S:1:pos:R:3:forces:R:3:mulliken_charge:R:1
C -2.084791 -1.438810 -0.676378 0.090 -0.138 0.128 -1.28
C -1.451276 -0.205283 -0.038195 0.041 -0.553 1.880 -0.48
C 0.065550 -0.037511 0.133897 1.622 -0.509 1.763 0.82
C 0.910355 -0.965436 -0.681261 0.350 -0.030 -0.201 -1.63
C 0.452819 1.422241 0.196076 0.127 0.012 -0.003 -0.58
C 1.822033 1.613987 0.823184 0.159 0.166 0.002 -1.28
H -1.810085 -2.313655 -0.078345 -0.085 -0.087 -0.212 0.34
H -3.178045 -1.366116 -0.620857 0.241 0.047 -0.011 0.35
H -1.828718 -1.671919 -1.721038 0.076 0.347 0.217 0.28
H -2.064445 0.705717 -0.031199 0.552 -0.211 -0.346 0.39
H -1.116951 -0.448045 1.004451 -4.087 -0.142 0.130 0.20
H 0.314647 -0.473848 1.354119 0.213 1.199 -2.905 0.04
H 1.896139 -0.981492 -0.218323 0.199 -0.197 -0.361 0.47
H 0.491751 -1.976581 -0.652691 0.174 0.146 -0.014 0.37
H 0.976037 -0.655833 -1.727130 0.059 0.036 -0.039 0.32
H -0.308890 1.957286 0.780726 0.156 -0.134 -0.022 0.32
H 0.407256 1.861440 -0.809676 0.047 -0.136 0.021 0.32
H 2.613432 1.202251 0.188982 -0.063 0.092 0.090 0.29
H 2.028112 2.673483 0.983157 0.105 -0.053 0.019 0.38
H 1.865070 1.098126 1.790500 0.026 0.146 -0.135 0.35
```
Forces are in eV/Å.

---

[2]
This record from the OMol25 dataset describes C3H3FN2S in the gas phase. The level of theory is ωB97M-V/def2-TZVPD.

Values from the calculation:
Multiplicity   1
SMILES   FNc1nccs1
Net charge   0
Gap between HOMO and LUMO   8.69 eV

```
10
Properties=species:S:1:pos:R:3:forces:R:3:mulliken_charge:R:1
F -2.479306 1.951396 -1.878185 1.907 -0.713 1.656 -0.25
N -1.325235 2.034722 -0.889581 -4.520 1.814 -2.038 -0.14
C -0.765175 0.946712 -0.422867 3.300 -1.154 -0.053 0.60
N -1.202831 -0.235580 -0.237368 -0.849 0.180 -0.236 -0.50
C -0.276867 -1.062831 0.339485 0.626 0.633 0.900 -0.37
C 0.924671 -0.452874 0.702226 -0.137 -1.603 -0.266 -0.20
S 1.016739 1.094535 -0.030780 -1.236 0.379 0.220 -0.15
H -0.988873 2.899430 -1.236152 1.286 0.302 0.253 0.28
H -0.728682 -2.040164 0.511914 1.001 0.030 0.416 0.41
H 1.819600 -0.799693 1.290979 -1.376 0.132 -0.851 0.33
```
Forces are in eV/Å.

---

[3]
This record from the OMol25 dataset describes 12 unconnected molecules or ions with the total composition C5H36N2O12. The level of theory is ωB97M-V/def2-TZVPD.

Values from the calculation:
Multiplicity   1
SMILES   C[C@@H](CCO)NCN.O.O.O.O.O.O.O.O.O.O.O
Net charge   0
Gap between HOMO and LUMO   8.48 eV

```
55
Properties=species:S:1:pos:R:3:forces:R:3:mulliken_charge:R:1
C 2.256664 -2.734662 0.611676 -0.043 1.436 -0.602 -1.73
C 1.309520 -1.657364 0.058556 -0.887 2.413 -0.501 0.58
C 1.903135 -0.302295 0.544580 1.337 0.111 -1.508 -0.15
C 1.300302 0.929923 -0.082507 -0.661 2.975 3.976 -0.36
O 0.065747 1.248022 0.726025 0.841 -0.188 -0.421 -0.58
N 0.990952 -1.464527 -1.366372 -0.689 -0.813 0.248 0.06
C 0.103568 -2.521273 -1.904894 1.228 0.491 -2.163 -0.71
N -1.297185 -2.213304 -1.925018 -0.857 -0.196 2.760 -0.61
H 2.194577 -2.436358 1.652727 0.402 -0.891 0.556 0.44
H 1.928683 -3.728407 0.415940 -0.200 -0.876 0.147 0.39
H 3.302600 -2.580257 0.249241 -0.918 -0.084 0.249 0.29
H 0.244397 -1.627008 0.466625 1.379 -0.835 0.314 0.11
H 1.924458 -0.201045 1.624947 -0.753 -0.062 0.143 -0.29
H 2.999201 -0.179241 0.364127 -0.395 -0.802 -0.550 0.59
H 0.969688 1.095831 -1.078195 0.292 -0.927 -0.834 0.28
H 1.970667 1.834520 0.178907 -0.606 -1.348 -0.662 0.16
H 0.284435 1.060171 1.676233 -0.409 0.236 -0.743 0.24
H 1.788475 -1.237783 -1.924275 0.314 -0.300 -0.174 0.27
H 0.280621 -2.713524 -3.007147 0.756 0.062 1.191 0.35
H 0.361001 -3.432249 -1.331698 -0.879 0.056 -0.385 0.33
H -1.491484 -1.820448 -0.995636 -0.418 -0.594 0.020 0.19
H -1.621854 -1.414202 -2.434371 0.714 0.305 -1.206 0.32
O 3.618798 -2.340852 -2.175653 0.251 -0.412 -0.521 -0.62
H 3.566595 -3.293748 -2.032324 0.039 0.055 0.295 0.31
H 3.387075 -2.285979 -3.110444 0.113 0.254 -0.065 0.30
O -4.346761 -0.604378 1.797323 0.269 0.674 0.019 -0.64
H -3.907693 -0.302366 0.977624 0.019 -0.808 0.057 0.35
H -3.827269 -0.086695 2.426556 -0.276 -0.230 0.288 0.30
O -3.420918 2.306163 0.383214 -0.599 0.070 -0.076 -0.57
H -3.581510 1.607441 1.022990 -0.083 0.181 0.076 0.25
H -3.165339 3.091972 0.873181 0.141 -0.032 0.048 0.29
O -1.724224 4.180322 0.054861 1.221 2.387 -0.982 -0.60
H -2.027361 4.806871 -0.634828 -0.885 -0.726 0.185 0.29
H -0.894221 4.697029 0.157631 -0.014 -1.058 0.826 0.30
O -1.467266 -1.985016 4.140065 -0.850 1.263 -0.261 -0.69
H -1.858961 -1.222478 4.615536 0.503 -0.652 0.254 0.35
H -2.021832 -1.931794 3.343962 0.091 -0.697 -0.099 0.35
O -0.464453 0.724482 -4.687454 0.123 -0.236 -0.204 -0.65
H -0.690824 0.407501 -3.806851 -0.002 0.232 0.107 0.31
H -0.464580 1.682942 -4.634527 -0.092 0.012 0.157 0.31
O 1.165322 2.950536 -2.437979 0.935 1.008 0.941 -0.63
H 1.854712 2.671455 -3.045842 -0.866 -0.277 -0.365 0.29
H 0.241897 2.746413 -2.606140 -0.023 -0.599 -0.679 0.32
O -2.213410 -0.045657 0.165132 0.377 -0.243 0.333 -0.74
H -2.484862 0.646642 -0.448836 0.181 0.074 -0.172 0.35
H -1.384982 0.340996 0.565587 -0.374 -0.136 -0.614 0.42
O 2.721132 0.207753 3.873781 -1.353 0.836 0.537 -0.66
H 3.183207 0.317205 3.044267 0.662 -0.694 0.233 0.32
H 2.983903 -0.483417 4.479912 0.805 -0.247 -0.568 0.32
O -0.058110 0.411343 3.212089 0.571 -1.109 0.866 -0.67
H -0.608648 -0.386803 3.142265 -0.056 0.243 -0.082 0.27
H 0.736705 0.006694 3.641323 -0.338 0.936 -0.350 0.32
O -1.412921 2.140063 -1.909405 -0.051 0.469 0.259 -0.56
H -2.113152 2.804734 -1.898351 -0.272 -0.268 -0.406 0.24
H -1.088216 2.316108 -1.008134 0.284 -0.439 0.109 0.31
```
Forces are in eV/Å.

---

Q: Which lowest unoccupied orbital energy values were calculated for the entries above? A: 1.16, 0.09, 0.08, in eV.
Q: Which F_max values were calculated for the entries above? A: 4.09, 5.28, 5.01, in eV Å⁻¹.
Q: Which relative energy (zero: lowest compared OMol25 entry of this formula, charge and spin) values were calculated for the entries above? A: 62.5, 76.6, 87.4, in kcal per mole.